# 1
167
Properties=species:S:1:pos:R:3:mulliken_charge:R:1 method="wB97M-V/def2-TZVPD" multiplicity=1 total_energy_ha=-3706.5622 lumo_energy_ha=-0.051 homo_ev=-8.6 orbital_gap_ev=7.22
C -5.85 2.01 -1.31 -0.558
C -5.16 2.43 -0.03 -0.145
C -3.50 2.58 -0.16 0.467
C -2.64 1.23 -0.49 -0.550
C -0.99 1.39 -0.67 0.472
C -0.21 -0.04 -1.05 -0.716
C -0.41 -0.19 -2.71 -0.428
C 0.31 -1.53 -3.33 -0.170
C -0.40 -1.78 -4.82 -0.453
C -0.79 -0.34 -5.57 -0.268
C -0.18 2.82 -0.54 -0.533
C -1.08 4.15 -0.20 0.125
C -2.71 4.01 -0.02 0.105
C -3.31 5.50 0.28 0.161
O -4.53 5.86 0.71 -0.567
N -2.09 6.37 -0.07 -0.109
C -0.71 5.74 -0.03 0.166
O 0.51 6.27 0.10 -0.572
H -5.27 2.14 -2.34 0.102
H -6.90 1.49 -1.34 0.240
H -5.76 2.59 0.97 0.245
H -3.16 0.16 -0.60 0.273
H 0.94 0.04 -0.87 0.324
H -0.70 -0.97 -0.52 0.307
H -1.59 -0.22 -2.86 0.184
H -0.03 0.83 -3.15 0.221
H 0.22 -2.49 -2.64 -0.046
H 1.45 -1.29 -3.55 0.287
H -1.45 -2.32 -4.64 0.231
H 0.30 -2.44 -5.50 0.319
H 0.09 0.44 -5.42 0.192
H -1.78 0.15 -5.13 0.074
H -0.93 -0.46 -6.74 -0.016
H 0.97 2.95 -0.70 0.312
H -2.16 7.38 0.17 0.301
C 2.10 -5.17 -2.78 -0.308
C 2.52 -3.91 -3.51 0.283
N 2.88 -2.87 -4.13 -0.604
H 1.37 -4.92 -2.00 0.386
H 1.64 -5.87 -3.47 0.347
H 2.97 -5.64 -2.31 -0.069
C 2.69 -7.38 0.65 -0.250
C 3.78 -6.67 -0.13 0.427
N 4.69 -6.08 -0.78 -0.592
H 2.24 -6.69 1.37 -0.030
H 1.92 -7.74 -0.03 0.076
H 3.11 -8.23 1.20 0.369
C 1.71 8.58 -1.32 -0.562
C 2.80 9.28 -2.10 0.273
N 3.71 9.87 -2.76 -0.499
H 1.26 9.27 -0.60 0.290
H 0.94 8.21 -2.00 0.253
H 2.13 7.73 -0.78 0.259
C 1.09 -5.19 4.51 -0.357
C 0.85 -6.29 3.49 0.510
N 0.65 -7.20 2.64 -0.582
H 1.54 -5.62 5.41 -0.049
H 1.77 -4.44 4.09 0.274
H 0.14 -4.72 4.77 0.277
C -7.25 3.52 -5.11 -0.570
C -5.94 2.78 -4.90 0.535
N -4.85 2.17 -4.72 -0.587
H -7.14 4.25 -5.92 0.321
H -8.04 2.81 -5.39 -0.016
H -7.54 4.03 -4.20 0.284
C -10.33 0.34 -5.67 -0.730
C -9.72 0.89 -4.39 0.433
N -9.22 1.34 -3.32 -0.499
H -9.62 0.46 -6.49 0.295
H -10.56 -0.72 -5.55 0.245
H -11.25 0.88 -5.90 0.270
C -2.99 4.40 4.02 -0.177
C -3.47 3.00 3.68 0.536
N -3.87 1.84 3.40 -0.656
H -2.01 4.58 3.57 0.251
H -3.69 5.14 3.64 0.214
H -2.91 4.52 5.11 -0.149
C -0.73 0.79 -10.47 -0.724
C -0.92 -0.35 -9.49 0.438
N -1.07 -1.31 -8.68 -0.541
H -1.33 0.62 -11.37 0.270
H -1.04 1.73 -10.01 0.261
H 0.33 0.87 -10.76 0.257
C -6.84 2.07 4.62 -0.544
C -7.71 1.07 5.37 0.290
N -8.44 0.25 5.99 -0.483
H -5.85 1.63 4.43 0.203
H -7.30 2.32 3.66 0.252
H -6.72 2.98 5.21 0.303
C 7.98 -6.19 -0.26 -0.489
C 9.30 -6.93 -0.05 0.267
N 10.38 -7.54 0.13 -0.488
H 8.10 -5.46 -1.06 0.111
H 7.20 -6.90 -0.53 0.296
H 7.69 -5.68 0.66 0.281
C 6.63 8.54 -2.83 -0.390
C 7.47 7.31 -3.14 0.300
N 8.16 6.29 -3.40 -0.461
H 6.43 8.59 -1.75 0.292
H 7.16 9.45 -3.14 0.031
H 5.68 8.49 -3.36 0.205
C -2.79 6.52 8.39 -0.654
C -2.86 5.15 7.72 0.446
N -2.91 4.02 7.17 -0.591
H -3.72 7.06 8.22 0.281
H -2.63 6.40 9.46 0.180
H -1.96 7.10 7.97 0.287
C 2.21 -8.18 8.21 -0.475
C 2.63 -6.92 7.47 0.473
N 2.98 -5.87 6.86 -0.603
H 1.48 -7.92 8.99 0.263
H 1.75 -8.88 7.51 0.256
H 3.08 -8.65 8.67 0.052
C -4.54 7.23 12.68 -0.735
C -3.45 7.94 11.90 0.407
N -2.55 8.53 11.24 -0.462
H -5.00 7.92 13.40 0.296
H -5.32 6.87 12.00 0.264
H -4.12 6.38 13.22 0.266
C 6.70 -7.73 8.98 -0.681
C 5.84 -8.97 9.08 0.409
N 5.12 -10.00 9.17 -0.492
H 6.26 -7.02 8.27 0.245
H 6.78 -7.25 9.96 0.264
H 7.71 -8.00 8.64 0.277
C 6.54 -5.58 -4.45 -0.638
C 5.67 -6.83 -4.35 0.261
N 4.95 -7.86 -4.27 -0.518
H 6.10 -4.88 -5.16 0.322
H 6.61 -5.10 -3.47 0.198
H 7.54 -5.86 -4.79 0.375
C 11.39 -3.68 0.49 -0.691
C 10.44 -3.08 -0.54 0.396
N 9.66 -2.59 -1.40 -0.472
H 11.67 -2.91 1.22 0.291
H 10.90 -4.50 1.01 0.231
H 12.29 -4.05 -0.01 0.246
C 9.61 -0.48 -4.76 -0.705
C 9.13 -1.88 -5.10 0.405
N 8.72 -3.04 -5.38 -0.472
H 10.59 -0.30 -5.21 0.259
H 8.90 0.27 -5.15 0.268
H 9.69 -0.36 -3.68 0.249
C -0.68 -9.85 -1.58 -0.796
C -0.26 -8.59 -2.32 0.408
N 0.09 -7.54 -2.93 -0.506
H -1.41 -9.59 -0.80 0.271
H -1.14 -10.55 -2.28 0.319
H 0.19 -10.32 -1.12 0.264
C -11.17 2.18 7.34 -0.568
C -11.34 2.72 8.76 0.302
N -11.48 3.17 9.93 -0.416
H -10.22 2.54 6.92 0.117
H -11.16 1.09 7.36 0.268
H -11.99 2.52 6.71 0.277
C -10.38 -2.99 -2.11 -0.737
C -11.33 -2.40 -3.13 0.435
N -12.12 -1.91 -3.99 -0.500
H -10.10 -2.23 -1.37 0.267
H -10.87 -3.82 -1.58 0.300
H -9.48 -3.36 -2.60 0.264
C 8.16 10.53 -6.77 -0.678
C 7.99 11.06 -5.36 0.418
N 7.84 11.51 -4.19 -0.506
H 9.10 10.88 -7.20 0.266
H 8.16 9.43 -6.75 0.260
H 7.33 10.87 -7.40 0.257

---

# 2
88
Properties=species:S:1:pos:R:3:nbo_charge:R:1 method="wB97M-V/def2-TZVPD" multiplicity=1 total_energy_ha=-4577.8367 lumo_energy_ha=-0.109 homo_ev=-8.7 total_charge=+1 orbital_gap_ev=5.72
Ca -0.66 -0.01 -0.06 1.727
C -0.99 -1.52 2.85 -0.420
N -1.11 -1.97 1.45 -0.547
C -0.16 -3.06 1.20 -0.426
C -2.49 -2.28 1.12 0.167
C -2.94 -3.58 1.05 -0.274
C -4.23 -3.87 0.63 -0.248
C -5.06 -2.83 0.27 -0.197
C -4.63 -1.51 0.36 -0.278
C -3.34 -1.18 0.81 0.134
N -2.75 0.07 0.88 -0.835
C -3.40 1.27 0.89 0.131
C -4.78 1.53 1.00 -0.293
C -5.31 2.80 0.88 -0.173
C -4.49 3.90 0.67 -0.273
C -3.11 3.70 0.66 -0.255
C -2.57 2.43 0.79 0.149
N -1.13 2.24 0.88 -0.553
C -0.33 3.27 0.23 -0.423
C -0.76 2.16 2.30 -0.426
H -1.14 -2.35 3.54 0.194
H 0.02 -1.11 3.02 0.190
H -1.73 -0.75 3.05 0.228
H -0.24 -3.86 1.94 0.192
H -0.33 -3.48 0.21 0.213
H 0.85 -2.65 1.25 0.198
H -2.28 -4.40 1.30 0.215
H -4.57 -4.90 0.58 0.218
H -6.06 -3.03 -0.09 0.216
H -5.29 -0.73 0.00 0.216
H -5.46 0.72 1.21 0.220
H -6.38 2.94 0.95 0.217
H -4.90 4.90 0.56 0.219
H -2.46 4.56 0.57 0.211
H -0.37 4.23 0.75 0.193
H 0.72 2.95 0.21 0.199
H -0.67 3.42 -0.80 0.209
H -0.93 3.12 2.80 0.199
H -1.37 1.40 2.79 0.225
H 0.29 1.90 2.40 0.190
N 1.68 0.65 -4.08 -0.600
C 3.07 0.46 -3.90 0.212
C 4.00 1.10 -4.70 -0.242
C 5.36 0.91 -4.47 -0.184
C 5.78 0.11 -3.42 -0.205
C 4.85 -0.52 -2.60 -0.181
C 3.50 -0.36 -2.86 -0.263
S 2.25 -1.20 -1.94 0.468
N 1.01 -0.03 -1.95 -0.743
C 0.83 0.66 -3.02 0.447
C -0.41 1.50 -3.12 0.130
C -0.56 2.49 -4.07 -0.229
C -1.78 3.16 -4.15 -0.145
C -2.80 2.80 -3.29 -0.217
C -2.54 1.82 -2.34 0.072
N -1.37 1.19 -2.25 -0.491
H 1.42 1.17 -4.90 0.410
H 3.66 1.75 -5.50 0.217
H 6.08 1.40 -5.11 0.231
H 6.84 -0.04 -3.24 0.231
H 5.17 -1.14 -1.77 0.225
H 0.24 2.78 -4.74 0.219
H -1.92 3.94 -4.88 0.236
H -3.76 3.28 -3.32 0.243
H -3.30 1.53 -1.62 0.235
Cl -4.17 -3.62 -3.27 0.113
C -2.43 -3.84 -3.08 -0.226
Cl -2.08 -5.35 -2.21 0.098
Cl -1.63 -3.83 -4.65 0.088
C -1.89 -2.74 -2.29 0.318
N -1.44 -1.89 -1.66 -0.361
C 2.76 0.77 3.19 -0.640
Te 2.56 0.37 1.08 0.385
C 3.63 -1.44 1.55 -0.639
C 4.30 -1.19 2.87 0.032
C 5.32 -2.02 3.32 -0.225
C 5.92 -1.80 4.55 -0.196
C 5.50 -0.74 5.34 -0.198
C 4.48 0.09 4.90 -0.185
C 3.88 -0.13 3.67 -0.087
H 1.82 0.54 3.70 0.227
H 2.99 1.82 3.34 0.240
H 4.34 -1.64 0.75 0.231
H 2.94 -2.28 1.61 0.223
H 5.65 -2.84 2.70 0.214
H 6.72 -2.45 4.88 0.223
H 5.97 -0.56 6.30 0.224
H 4.16 0.93 5.52 0.216

---

# 3
18
Properties=species:S:1:pos:R:3:nbo_charge:R:1 method="wB97M-V/def2-TZVPD" multiplicity=1 relative_energy_kcal_mol=203.1 total_energy_ha=-360.1137 lumo_energy_ha="-0.003 / 0.035" homo_ev="-6.2 / -7.9" orbital_gap_ev="6.08 / 8.82"
C -0.75 0.23 0.09 -0.142
C -2.67 -0.39 0.19 -0.627
C 1.98 0.34 -0.98 -0.473
N -0.59 -1.08 0.50 -0.123
N 1.16 0.47 0.19 -0.193
N 1.71 1.42 1.08 -0.636
O -0.38 -1.87 -0.62 -0.589
H -0.31 -2.76 -0.25 0.477
H 1.18 1.39 1.94 0.357
H 2.68 1.17 1.32 0.343
H -0.93 0.96 0.86 0.214
H -0.81 0.51 -0.95 0.209
H -2.84 -1.19 -0.52 0.197
H -3.09 0.56 -0.15 0.186
H -2.96 -0.63 1.21 0.197
H 2.06 1.28 -1.56 0.198
H 1.55 -0.43 -1.62 0.223
H 3.01 0.04 -0.73 0.183

---

# 4
105
Properties=species:S:1:pos:R:3:mulliken_charge:R:1 method="wB97M-V/def2-TZVPD" multiplicity=1 relative_energy_kcal_mol=0.0 total_energy_ha=-6655.1152 lumo_energy_ha=-0.021 homo_ev=-10.5 smiles="CCOC(=O)C(F)(F)F.CCOC(=O)C(F)(F)F.O=S1(=O)OCCO1.O=S1(=O)OCCO1.O=S1(=O)OCCO1.O=S1(=O)OCCO1.O=S1(=O)OCCO1.O=S1(=O)OCCO1.O=S1(=O)OCCO1" orbital_gap_ev=9.96
C -3.49 0.74 -5.40 -1.557
C -2.92 0.55 -4.00 0.493
O -2.88 1.80 -3.34 -0.265
C -2.56 1.77 -2.06 0.294
O -2.48 0.78 -1.40 -0.536
C -2.41 3.15 -1.37 0.854
F -3.21 3.24 -0.33 -0.214
F -1.15 3.34 -1.00 -0.140
F -2.74 4.11 -2.26 -0.289
H -4.55 1.00 -5.40 0.376
H -3.48 -0.23 -5.90 0.394
H -3.01 1.54 -5.96 0.341
H -1.91 0.13 -4.10 -0.146
H -3.52 -0.20 -3.48 0.333
C 0.18 3.64 -4.55 -0.792
C 1.57 3.94 -4.02 0.099
O 1.48 3.97 -2.60 -0.230
C 2.60 3.83 -1.88 0.215
O 3.65 3.45 -2.29 -0.571
C 2.29 4.11 -0.39 1.138
F 1.40 5.10 -0.29 -0.255
F 1.76 3.00 0.15 -0.240
F 3.38 4.43 0.29 -0.265
H -0.21 2.78 -3.98 -0.178
H 0.16 3.39 -5.61 0.426
H -0.55 4.42 -4.31 0.385
H 1.96 4.91 -4.32 0.327
H 2.23 3.11 -4.27 -0.028
O 0.19 1.76 7.50 -0.608
S 0.04 0.70 6.55 1.173
O -1.28 0.20 6.28 -0.555
O 0.83 1.05 5.16 -0.127
C 1.58 -0.07 4.76 0.546
C 2.09 -0.71 6.05 -0.316
O 1.06 -0.50 7.01 -0.349
H 1.03 -0.85 4.22 -0.776
H 2.34 0.20 4.04 0.464
H 3.05 -0.36 6.42 0.318
H 2.20 -1.76 5.78 0.318
O 4.16 -4.39 2.90 -0.586
S 2.89 -3.76 2.64 0.958
O 1.83 -4.01 3.57 -0.470
O 3.08 -2.19 2.38 -0.203
C 3.28 -1.92 1.01 0.889
C 3.19 -3.25 0.25 -0.344
O 2.40 -4.07 1.11 -0.348
H 2.59 -1.19 0.58 -1.041
H 4.27 -1.49 0.84 0.490
H 4.16 -3.72 0.06 0.382
H 2.66 -3.18 -0.70 0.230
O 1.31 0.96 1.70 -0.628
S 0.13 0.24 1.33 0.823
O -1.13 0.71 1.82 -0.522
O 0.00 0.15 -0.28 0.672
C -0.23 -1.16 -0.77 0.756
C -0.53 -2.02 0.44 -0.792
O 0.24 -1.40 1.47 -0.572
H -0.97 -1.25 -1.57 -0.033
H 0.70 -1.48 -1.24 -0.385
H -0.25 -3.06 0.33 0.592
H -1.60 -1.93 0.63 0.212
O 2.85 0.64 -1.31 -0.285
S 2.87 0.03 -2.60 0.984
O 3.61 -1.18 -2.81 -0.657
O 1.40 -0.20 -3.23 -0.099
C 1.40 0.03 -4.62 -0.139
C 2.78 0.60 -4.99 -0.699
O 3.23 1.13 -3.76 -0.418
H 1.22 -0.86 -5.23 0.308
H 0.62 0.73 -4.92 0.182
H 2.70 1.28 -5.84 0.386
H 3.47 -0.15 -5.37 0.288
O -4.33 -3.95 3.68 -0.556
S -2.90 -4.07 3.60 1.058
O -2.33 -5.17 2.90 -0.529
O -2.31 -2.57 3.15 -0.228
C -1.32 -2.14 4.04 0.750
C -1.62 -2.79 5.40 -0.171
O -2.17 -4.04 5.06 -0.390
H -0.35 -2.49 3.68 -0.604
H -1.28 -1.05 4.15 0.114
H -2.33 -2.24 6.03 0.355
H -0.69 -2.86 5.96 0.258
O -1.98 6.24 4.63 -0.586
S -1.23 5.93 3.44 1.129
O -1.10 6.95 2.43 -0.554
O 0.24 5.34 3.86 -0.390
C 0.18 3.93 3.95 -0.099
C -0.88 3.46 2.95 0.592
O -1.81 4.56 2.82 -0.378
H 1.14 3.46 3.71 0.276
H -0.02 3.65 4.99 0.322
H -1.51 2.67 3.35 0.141
H -0.58 3.21 1.93 -0.490
O -2.05 -4.71 -0.88 -0.511
S -2.45 -4.08 -2.11 1.081
O -3.20 -2.84 -2.11 -0.491
O -1.16 -3.94 -3.10 -0.189
C -1.49 -4.26 -4.45 -0.276
C -2.54 -5.38 -4.31 -0.358
O -3.21 -5.17 -3.10 -0.350
H -1.87 -3.35 -4.92 0.221
H -0.59 -4.66 -4.89 0.306
H -2.02 -6.34 -4.28 0.281
H -3.29 -5.42 -5.10 0.282